Record 1
Here is C9H7N3O2 in the gas phase in a non-equilibrium geometry from the Open Molecules 2025 dataset. Energies are from ωB97M-V/def2-TZVPD.

ΔE to the lowest compared entry with this formula, charge and spin = 4.655 eV
Calculated total energy = -661.67008 Eh
Charge = 0
Structure (SMILES) = C/C(C#N)=[N+](\[O-])c1ccccc1N=O
Lowest unoccupied orbital energy (alpha / beta) = -1.3268 / -1.3322 eV
Frontier orbital gap (alpha / beta) = 7.4 / 7.4 eV
Strongest force on any atom = 4.64 eV Å⁻¹

The geometry in XYZ format:
```
21
C9H7N3O2 ωB97M-V/def2-TZVPD
C -1.828 -0.550 2.848
C -1.193 -0.489 1.407
C -1.924 -0.750 0.229
N -2.480 -0.976 -0.729
N -0.086 0.232 1.240
O 0.394 0.830 2.246
C 0.541 0.431 -0.059
C 1.025 1.651 -0.507
C 1.502 1.744 -1.822
C 1.595 0.686 -2.606
C 1.245 -0.610 -2.202
C 0.590 -0.721 -0.941
N 0.631 -1.990 -0.487
O -0.128 -2.469 0.336
H -1.759 0.482 3.359
H -1.052 -1.275 3.298
H -2.904 -0.929 2.930
H 0.709 2.521 0.046
H 1.908 2.690 -2.062
H 1.958 0.902 -3.656
H 1.256 -1.409 -2.868
```

=====

Record 2
Here is C9H7N3O2 in the gas phase in a non-equilibrium geometry from the Open Molecules 2025 dataset. Energies are from ωB97M-V/def2-TZVPD.

ΔE to the lowest compared entry with this formula, charge and spin = 3.496 eV
Calculated total energy = -661.71267 Eh
Charge = 0
Lowest unoccupied orbital energy (alpha / beta) = -0.7069 / -0.7114 eV
Frontier orbital gap (alpha / beta) = 5.7 / 5.7 eV
Strongest force on any atom = 7.02 eV Å⁻¹

The geometry in XYZ format:
```
21
C9H7N3O2 ωB97M-V/def2-TZVPD
C -1.439 -1.867 1.797
C -1.647 -1.683 0.414
C -0.560 -0.981 2.423
C -1.033 -0.672 -0.300
C 0.153 -0.045 1.619
C 2.604 2.130 -2.504
C 0.723 0.761 -0.405
C 3.350 0.546 -0.906
C 0.388 1.858 -1.146
N 3.484 1.435 -1.732
N 0.016 -0.081 0.245
N 1.342 2.336 -2.186
O 3.549 -0.444 -0.319
O -0.623 2.567 -0.946
H -2.012 -2.523 2.415
H -2.427 -2.282 0.049
H -0.567 -1.003 3.485
H -1.150 -0.454 -1.373
H 0.917 0.617 1.903
H 3.039 2.788 -3.280
H 0.913 3.207 -2.688
```

=====

Record 3
Here is a 2-piece molecular cluster, C9H7N4O4 overall in a non-equilibrium geometry from the Open Molecules 2025 dataset. Energies are from ωB97M-V/def2-TZVPD.

Calculated total energy = -866.96963 Eh
Charge = -1
Lowest unoccupied orbital energy = 0.7150 eV
Frontier orbital gap = 4.3 eV
Strongest force on any atom = 3.10 eV Å⁻¹

The geometry in XYZ format:
```
24
C9H7N4O4 ωB97M-V/def2-TZVPD
O -4.580 1.497 0.684
N -4.118 0.332 0.671
O -4.854 -0.681 0.690
C -2.708 0.158 0.633
C -2.157 -1.143 0.606
C -0.785 -1.294 0.550
C 0.095 -0.167 0.528
C 1.524 -0.363 0.454
C 2.463 0.613 0.643
N 3.812 0.274 0.675
O 4.709 1.137 0.858
O 4.064 -0.954 0.533
C -0.497 1.130 0.567
C -1.873 1.293 0.614
H -2.836 -1.993 0.625
H -0.347 -2.293 0.533
H 1.858 -1.395 0.351
H 2.211 1.664 0.745
H 0.148 2.009 0.556
H -2.332 2.278 0.632
N 1.824 -0.047 -2.352
C 1.149 -0.744 -3.202
N 0.442 -1.388 -3.922
H 2.787 0.078 -2.672
```

=====

Record 4
Here is C9H7NO2S in the gas phase in a non-equilibrium geometry from the Open Molecules 2025 dataset. Energies are from ωB97M-V/def2-TZVPD.

ΔE to the lowest compared entry with this formula, charge and spin = 0.928 eV
Calculated total energy = -950.50197 Eh
Charge = 0
Structure (SMILES) = O=C(NO)c1csc2ccccc12
Lowest unoccupied orbital energy = 0.1312 eV
Frontier orbital gap = 8.8 eV
Strongest force on any atom = 5.21 eV Å⁻¹

The geometry in XYZ format:
```
20
C9H7NO2S ωB97M-V/def2-TZVPD
O 2.106 -1.225 -0.544
C 2.059 -0.006 -0.285
N 3.116 0.783 0.040
O 4.185 -0.071 0.359
C 0.750 0.649 -0.106
C 0.707 1.986 -0.335
S -0.898 2.615 -0.081
C -1.504 0.941 0.048
C -2.806 0.469 0.059
C -2.974 -0.906 0.097
C -1.965 -1.866 -0.043
C -0.700 -1.353 -0.116
C -0.485 0.047 0.056
H 2.859 1.191 0.910
H 3.706 -1.027 0.405
H 1.602 2.518 -0.615
H -3.621 1.160 0.096
H -4.012 -1.120 0.145
H -2.260 -2.806 0.042
H 0.136 -1.978 -0.133
```

=====

Record 5
Here is C9H7NS in the gas phase in a non-equilibrium geometry from the Open Molecules 2025 dataset. Energies are from ωB97M-V/def2-TZVPD.

ΔE to the lowest compared entry with this formula, charge and spin = 2.946 eV
Calculated total energy = -799.98530 Eh
Charge = 0
Structure (SMILES) = c1cncc(-c2ccsc2)c1
Lowest unoccupied orbital energy = 0.2717 eV
Frontier orbital gap = 9.1 eV
Strongest force on any atom = 4.95 eV Å⁻¹

The geometry in XYZ format:
```
18
C9H7NS ωB97M-V/def2-TZVPD
C 0.595 -1.950 2.440
C 2.002 -1.879 2.380
N 2.565 -1.326 1.387
C 1.848 -0.490 0.459
C 0.472 -0.198 0.650
C -0.315 0.608 -0.319
C -1.539 1.288 0.036
C -2.254 1.774 -1.199
S -1.413 1.208 -2.616
C 0.030 0.554 -1.671
C -0.088 -0.950 1.656
H 0.070 -2.704 3.218
H 2.641 -2.462 3.027
H 2.787 -0.024 -0.033
H -1.612 1.456 1.087
H -3.378 1.927 -1.141
H 0.826 0.072 -2.190
H -1.181 -0.850 1.577
```

=====

Record 6
Here is C9H8AuFN4O7S as an isolated structure from the Open Molecules 2025 dataset. Energies are from ωB97M-V/def2-TZVPD.

ΔE to the lowest compared entry with this formula, charge and spin = 1.711 eV
Calculated total energy = -1726.96758 Eh
Charge = 0
Lowest unoccupied orbital energy (alpha / beta) = -3.6421 / -3.6392 eV
Frontier orbital gap (alpha / beta) = 5.4 / 5.4 eV
Strongest force on any atom = 0.78 eV Å⁻¹

The geometry in XYZ format:
```
31
C9H8AuFN4O7S ωB97M-V/def2-TZVPD
Au -0.254 0.067 0.120
O 1.345 0.767 -3.400
C 0.560 0.213 -2.684
O 0.119 0.877 -1.570
C -0.096 -1.071 -3.079
C -0.455 -1.218 -4.403
C -1.022 -2.407 -4.830
C -1.174 -3.483 -3.983
C -0.772 -3.345 -2.676
C -0.278 -2.125 -2.150
O 0.026 -1.973 -0.901
N -0.838 -4.548 -1.835
O -1.705 -5.363 -2.070
O 0.016 -4.691 -0.975
N -1.436 -2.549 -6.231
O -1.835 -3.638 -6.595
O -1.355 -1.568 -6.944
H -0.287 -0.417 -5.109
H -1.578 -4.419 -4.338
F -0.779 -0.566 1.880
C 0.878 -3.793 1.928
N 1.066 -2.359 1.752
C 1.961 -1.843 0.954
N 2.868 -2.617 0.360
S 2.067 -0.101 0.696
H 0.103 -3.942 2.673
H 1.800 -4.249 2.290
H 0.570 -4.264 0.993
H 0.325 -1.726 2.055
H 2.694 -3.607 0.268
H 3.438 -2.190 -0.351
```

=====

Repeat the fourth record exactly.
Here is C9H7NO2S in the gas phase in a non-equilibrium geometry from the Open Molecules 2025 dataset. Energies are from ωB97M-V/def2-TZVPD.

ΔE to the lowest compared entry with this formula, charge and spin = 0.928 eV
Calculated total energy = -950.50197 Eh
Charge = 0
Structure (SMILES) = O=C(NO)c1csc2ccccc12
Lowest unoccupied orbital energy = 0.1312 eV
Frontier orbital gap = 8.8 eV
Strongest force on any atom = 5.21 eV Å⁻¹

The geometry in XYZ format:
```
20
C9H7NO2S ωB97M-V/def2-TZVPD
O 2.106 -1.225 -0.544
C 2.059 -0.006 -0.285
N 3.116 0.783 0.040
O 4.185 -0.071 0.359
C 0.750 0.649 -0.106
C 0.707 1.986 -0.335
S -0.898 2.615 -0.081
C -1.504 0.941 0.048
C -2.806 0.469 0.059
C -2.974 -0.906 0.097
C -1.965 -1.866 -0.043
C -0.700 -1.353 -0.116
C -0.485 0.047 0.056
H 2.859 1.191 0.910
H 3.706 -1.027 0.405
H 1.602 2.518 -0.615
H -3.621 1.160 0.096
H -4.012 -1.120 0.145
H -2.260 -2.806 0.042
H 0.136 -1.978 -0.133
```